# 1
Molecular formula: C17H37AlGeO5Se2
Method: DFT, ωB97M-V with the def2-TZVPD basis set

```
! RIJCOSX wB97M-V def2-TZVPD def2/J DEFGRID3
* xyz 1 2
Al -0.387 -0.445 0.208
C 1.299 -2.605 -2.920
C 0.051 -2.045 -2.261
C -0.947 -3.154 -1.974
C -0.560 -0.940 -3.103
O 0.440 -1.463 -0.974
Ge 2.355 -1.402 -0.109
O 2.546 0.304 -0.593
C 3.537 1.189 -1.137
C 4.923 0.596 -0.922
C 3.243 1.368 -2.619
C 3.375 2.504 -0.392
O 0.998 -0.718 1.269
C 1.288 -0.590 2.700
C 0.222 0.318 3.292
C 2.662 0.040 2.829
C 1.238 -1.975 3.313
H 1.050 -2.981 -3.912
H 1.718 -3.436 -2.350
H 2.055 -1.831 -3.045
H -1.232 -3.663 -2.895
H -1.862 -2.753 -1.530
H -0.520 -3.890 -1.293
H -0.895 -1.340 -4.061
H 0.160 -0.143 -3.284
H -1.428 -0.495 -2.608
H 5.024 -0.356 -1.449
H 5.110 0.431 0.141
H 5.698 1.265 -1.297
H 3.330 0.419 -3.148
H 3.949 2.067 -3.070
H 2.235 1.762 -2.761
H 3.577 2.371 0.671
H 2.359 2.887 -0.512
H 4.072 3.249 -0.778
H 0.219 1.285 2.789
H 0.418 0.481 4.352
H -0.774 -0.130 3.214
H 2.685 1.022 2.359
H 3.437 -0.580 2.373
H 2.919 0.147 3.883
H 0.268 -2.445 3.142
H 1.394 -1.907 4.390
H 2.012 -2.626 2.902
O -5.571 1.367 -0.930
C -5.149 1.618 0.395
C -3.699 1.130 0.537
C -3.292 1.276 2.012
O -3.539 0.103 2.796
C -3.707 -0.342 0.044
Se -2.498 -1.537 0.976
C -2.807 2.012 -0.342
Se -0.851 1.767 -0.274
H -6.477 1.668 -1.044
H -5.785 1.084 1.115
H -5.190 2.687 0.637
H -3.792 2.138 2.461
H -2.219 1.439 2.089
H -4.484 0.003 2.964
H -3.448 -0.392 -1.015
H -4.688 -0.795 0.167
H -2.937 3.052 -0.040
H -3.131 1.933 -1.378
*
```

Results
Gap between HOMO and LUMO (alpha / beta)   0.33696 / 0.20857 Eh

# 2
Molecular formula: C17H37BrCl2O4SSiV
Method: DFT, ωB97M-V with the def2-TZVPD basis set

```
! RIJCOSX wB97M-V def2-TZVPD def2/J DEFGRID3
* xyz 2 2
V 0.270 0.013 -0.024
C 3.699 -1.996 1.092
C 2.273 -2.409 0.821
C 1.773 -3.493 1.744
C 2.028 -2.731 -0.626
O 1.392 -1.130 1.121
Si 1.365 -0.299 2.630
S -0.136 1.076 1.857
O 0.705 -1.283 3.679
C 0.747 -1.397 5.162
C 0.392 -0.036 5.732
C 2.142 -1.843 5.552
C -0.296 -2.440 5.502
O 2.737 0.393 2.928
C 3.501 1.623 3.250
C 4.089 1.430 4.631
C 2.540 2.794 3.194
C 4.577 1.722 2.187
H 4.346 -2.827 0.807
H 3.871 -1.788 2.146
H 3.988 -1.123 0.507
H 2.277 -4.421 1.466
H 0.699 -3.650 1.644
H 1.998 -3.288 2.787
H 2.621 -3.612 -0.876
H 2.342 -1.921 -1.284
H 0.983 -2.974 -0.822
H 1.141 0.712 5.465
H 0.353 -0.082 6.820
H -0.586 0.289 5.376
H 2.897 -1.150 5.184
H 2.355 -2.843 5.172
H 2.226 -1.878 6.639
H -1.289 -2.115 5.194
H -0.310 -2.602 6.580
H -0.065 -3.389 5.020
H 3.310 1.334 5.387
H 4.698 2.296 4.890
H 4.727 0.547 4.662
H 1.725 2.676 3.911
H 2.130 2.917 2.187
H 3.067 3.715 3.443
H 5.221 0.844 2.207
H 5.197 2.599 2.375
H 4.136 1.826 1.195
Cl -1.807 1.064 -0.929
C -2.792 -0.280 -0.250
Cl -1.668 -1.588 0.299
H -3.423 -0.678 -1.036
H -3.327 0.083 0.620
C 0.877 -1.447 -4.418
C 0.001 -2.542 -3.819
C -0.801 -1.783 -2.793
O 0.152 -0.858 -2.184
C 1.053 -0.441 -3.282
H 0.386 -0.974 -5.267
H 1.835 -1.830 -4.763
H 0.604 -3.307 -3.328
H -0.634 -3.033 -4.554
H -1.222 -2.413 -2.019
H -1.595 -1.191 -3.261
H 2.062 -0.422 -2.885
H 0.768 0.570 -3.570
Br 1.758 1.476 -0.922
*
```

Results
Energy relative to the best compared isomer or geometry (same formula, charge and spin)   0.671 eV
Gap between HOMO and LUMO (alpha / beta)   0.24254 / 0.32004 Eh

# 3
Molecular formula: C17H37IN2O2SiV
Method: DFT, ωB97M-V with the def2-TZVPD basis set

```
! RIJCOSX wB97M-V def2-TZVPD def2/J DEFGRID3
* xyz 0 4
V -2.745 -12.226 9.215
N -6.550 -11.957 10.137
C -5.514 -12.171 9.380
O -4.519 -11.388 9.475
C -5.309 -13.440 8.640
C -3.954 -13.983 9.109
H -6.439 -11.186 10.769
H -7.324 -12.669 10.093
H -5.314 -13.103 7.551
H -6.121 -14.117 8.808
H -3.614 -14.779 8.403
H -4.054 -14.648 9.995
C -2.365 -9.857 4.592
C -2.827 -10.761 5.698
C -3.163 -12.088 5.075
C -4.207 -10.219 6.180
Si -1.595 -11.170 7.162
C -0.300 -12.469 6.569
C -0.781 -13.899 6.780
C 0.132 -12.242 5.145
C 1.037 -12.384 7.405
C -0.799 -9.478 7.850
C -1.902 -8.416 8.028
C -0.160 -9.657 9.243
C 0.205 -8.890 6.791
H -3.117 -9.818 3.787
H -1.467 -10.300 4.110
H -2.235 -8.820 4.906
H -3.862 -11.868 4.257
H -3.683 -12.762 5.782
H -2.329 -12.608 4.573
H -4.945 -10.308 5.405
H -4.223 -9.200 6.584
H -4.652 -10.826 7.004
H -1.823 -14.021 6.473
H -0.789 -14.250 7.790
H -0.240 -14.607 6.137
H -0.496 -12.717 4.414
H 1.101 -12.634 4.952
H 0.138 -11.164 4.930
H 0.906 -12.751 8.420
H 1.550 -11.417 7.403
H 1.722 -13.045 6.884
H -2.685 -8.778 8.734
H -2.424 -8.040 7.099
H -1.378 -7.517 8.451
H -0.972 -9.799 10.061
H 0.449 -8.784 9.451
H 0.398 -10.560 9.386
H -0.266 -8.781 5.763
H 1.164 -9.451 6.756
H 0.384 -7.843 7.063
N -1.162 -11.696 12.967
C -2.102 -12.069 12.036
O -1.608 -12.237 10.844
C -3.401 -12.449 12.450
I -5.086 -10.336 13.242
H -0.386 -11.111 12.608
H -1.458 -11.354 13.848
H -3.593 -12.577 13.451
H -4.090 -12.763 11.645
*
```

Results
Gap between HOMO and LUMO (alpha / beta)   0.26994 / 0.24148 Eh

# 4
Molecular formula: C17H37N4O7S
Method: DFT, ωB97M-V with the def2-TZVPD basis set

```
! RIJCOSX wB97M-V def2-TZVPD def2/J DEFGRID3
* xyz 1 1
C -0.482 -3.314 -2.913
S 0.810 -3.068 -1.545
O 2.237 -2.881 -2.191
O 0.732 -4.280 -0.582
C 0.419 -1.411 -0.722
C -1.156 -1.436 -0.162
C -0.885 -0.467 1.174
N 0.590 -0.510 1.621
C 1.446 -1.089 0.516
C 2.853 -0.262 0.161
C 2.393 1.270 -0.194
O 3.219 1.957 -1.199
C 2.322 3.050 -1.698
O 1.779 2.907 -2.912
H -0.186 -4.291 -3.519
H -0.442 -2.392 -3.639
H -1.550 -3.373 -2.429
H 0.391 -0.603 -1.599
H -1.531 -2.509 0.138
H -1.862 -0.812 -0.870
H -1.518 -0.767 2.127
H -1.002 0.685 0.881
H 0.708 -1.024 2.545
H 0.750 0.490 1.934
H 1.866 -2.114 0.893
H 3.498 -0.794 -0.656
H 3.478 -0.245 1.164
H 1.287 1.242 -0.638
H 2.345 1.923 0.779
H 2.116 3.937 -0.953
C -2.933 2.229 -1.191
O -2.290 1.612 -0.351
N -2.425 3.192 -2.037
C -3.253 3.879 -3.006
C -1.019 3.528 -1.956
H -4.011 2.052 -1.336
H -2.856 3.691 -4.008
H -3.227 4.952 -2.796
H -4.288 3.529 -2.959
H -0.426 2.630 -2.151
H -0.796 3.885 -0.946
H -0.764 4.303 -2.684
C -5.335 3.504 1.400
O -6.008 4.526 1.365
N -5.523 2.452 2.272
C -4.681 1.274 2.249
C -6.596 2.526 3.242
H -4.494 3.344 0.706
H -5.306 0.397 2.053
H -4.195 1.168 3.223
H -3.916 1.351 1.472
H -7.547 2.637 2.712
H -6.442 3.404 3.876
H -6.621 1.624 3.860
C 4.542 -3.414 1.488
O 4.206 -2.238 1.452
N 5.733 -3.922 1.011
C 6.056 -5.331 1.092
C 6.691 -3.018 0.410
H 3.888 -4.187 1.925
H 6.971 -5.450 1.680
H 6.217 -5.715 0.080
H 5.248 -5.894 1.566
H 6.974 -2.258 1.145
H 6.223 -2.522 -0.446
H 7.580 -3.561 0.080
*
```

Results
Energy relative to the best compared isomer or geometry (same formula, charge and spin)   4.697 eV
Gap between HOMO and LUMO   0.30140 Eh

# 5
Molecular formula: C17H38BrN9O4P2S3SbTi
Method: DFT, ωB97M-V with the def2-TZVPD basis set

```
! RIJCOSX wB97M-V def2-TZVPD def2/J DEFGRID3
* xyz 0 2
Ti -1.339 1.037 0.248
S -4.056 -1.225 3.853
Sb -3.424 0.729 2.868
S -0.975 0.477 2.597
S -3.612 0.238 0.390
C 2.930 -0.154 -2.178
N 2.530 -1.137 -1.177
C 2.569 -2.521 -1.619
P 1.768 -0.584 0.166
O 0.890 0.587 -0.099
O 1.010 -1.899 0.696
P -0.519 -2.254 0.258
O -1.121 -1.055 -0.376
N -1.101 -2.981 1.565
C -2.458 -3.536 1.418
C -0.653 -2.846 2.949
N -0.403 -3.417 -0.911
C -0.032 -4.775 -0.547
C -1.068 -3.296 -2.198
N 2.930 -0.254 1.271
C 2.604 0.557 2.444
C 3.982 -1.232 1.513
H 3.927 -0.397 -2.554
H 2.956 0.845 -1.748
H 2.231 -0.142 -3.021
H 3.556 -2.734 -2.036
H 1.816 -2.725 -2.387
H 2.395 -3.198 -0.786
H -2.789 -3.488 0.379
H -3.157 -2.946 2.016
H -2.468 -4.578 1.747
H 0.292 -2.314 2.993
H -0.528 -3.850 3.369
H -1.392 -2.290 3.527
H 0.531 -4.784 0.384
H 0.595 -5.204 -1.333
H -0.912 -5.414 -0.421
H -1.339 -2.261 -2.374
H -1.976 -3.909 -2.231
H -0.403 -3.631 -3.000
H 1.759 1.201 2.227
H 3.478 1.159 2.709
H 2.328 -0.066 3.299
H 4.237 -1.754 0.592
H 3.682 -1.967 2.268
H 4.875 -0.717 1.871
C 2.394 4.739 2.237
N 1.214 4.000 2.650
C 1.054 3.643 4.060
C 0.463 3.383 1.763
N -0.194 2.846 0.989
H 2.416 5.709 2.736
H 2.369 4.897 1.162
H 3.304 4.189 2.493
H 0.881 4.539 4.657
H 1.954 3.139 4.421
H 0.211 2.961 4.159
N -4.307 2.845 -1.366
C -3.256 3.519 -0.862
N -3.016 4.774 -1.360
O -2.527 3.062 0.024
H -5.002 3.298 -1.931
H -4.488 1.949 -0.900
H -3.442 5.078 -2.217
H -2.133 5.176 -1.104
Br 0.709 3.247 -2.154
C -0.362 1.880 -2.900
C -0.194 1.608 -4.251
C -1.031 0.674 -4.831
C -1.996 0.063 -4.052
C -2.067 0.380 -2.706
N -1.247 1.276 -2.122
H 0.556 2.135 -4.820
H -0.936 0.439 -5.884
H -2.682 -0.661 -4.469
H -2.788 -0.087 -2.044
*
```

Results
Energy relative to the best compared isomer or geometry (same formula, charge and spin)   0.684 eV
Gap between HOMO and LUMO (alpha / beta)   0.21099 / 0.21096 Eh

# 6
Molecular formula: C17H38CdF3GeO6S2Si
Method: DFT, ωB97M-V with the def2-TZVPD basis set

```
! RIJCOSX wB97M-V def2-TZVPD def2/J DEFGRID3
* xyz -1 1
Cd -0.819 0.184 -1.627
C -1.023 0.484 3.257
C -1.423 0.984 1.874
C -1.400 2.506 1.817
C -2.805 0.465 1.504
O -0.526 0.445 0.873
Si 1.128 0.214 0.876
S 1.623 -0.217 -1.086
O 1.551 -0.946 1.977
C 1.443 -2.372 1.948
C 0.122 -2.801 1.315
C 2.624 -2.958 1.185
C 1.495 -2.810 3.404
O 1.732 1.582 1.558
C 3.062 1.965 1.921
C 4.112 1.216 1.103
C 3.236 1.664 3.405
C 3.158 3.458 1.656
H -1.747 0.833 3.997
H -0.030 0.852 3.532
H -1.001 -0.610 3.274
H -2.084 2.919 2.564
H -1.716 2.845 0.831
H -0.392 2.875 2.011
H -3.552 0.827 2.216
H -2.808 -0.629 1.509
H -3.078 0.805 0.504
H 0.072 -2.478 0.272
H -0.721 -2.355 1.852
H 0.025 -3.889 1.350
H 2.644 -2.572 0.164
H 2.546 -4.048 1.153
H 3.562 -2.688 1.682
H 0.648 -2.392 3.954
H 2.418 -2.449 3.865
H 1.464 -3.901 3.481
H 4.085 0.143 1.329
H 5.109 1.599 1.338
H 3.922 1.338 0.034
H 3.050 0.602 3.584
H 2.520 2.246 3.993
H 4.249 1.913 3.736
H 2.968 3.657 0.598
H 4.152 3.835 1.916
H 2.411 3.993 2.247
C -3.031 -3.674 -4.185
Ge -2.307 -1.881 -3.793
C -3.518 -0.636 -4.696
C -0.538 -1.832 -4.638
C -2.164 -1.515 -1.900
H -3.083 -3.840 -5.266
H -4.037 -3.788 -3.768
H -2.390 -4.449 -3.748
H -3.484 -0.792 -5.778
H -3.240 0.398 -4.489
H -4.545 -0.800 -4.354
H -0.604 -2.047 -5.707
H 0.120 -2.569 -4.170
H -0.088 -0.844 -4.510
H -1.768 -2.391 -1.384
H -3.156 -1.296 -1.496
F 0.351 3.038 -1.313
C -0.374 3.703 -2.220
F 0.432 4.065 -3.218
F -0.856 4.807 -1.642
S -1.757 2.666 -2.848
O -1.067 1.605 -3.591
O -2.539 3.585 -3.619
O -2.362 2.153 -1.616
*
```

Results
Gap between HOMO and LUMO   0.28773 Eh